98
Properties=species:S:1:pos:R:3:forces:R:3:lowdin_charge:R:1 method="wB97M-V/def2-TZVPD" e_tot_ha=-2343.9747 charge=-1 homo_lumo_gap_ev=7.76 spin_multiplicity=1
C 2.2602 -2.5170 4.3561 0.135 -0.196 0.089 -0.12
C 3.5503 -3.4767 4.5574 -0.204 0.295 -0.311 -0.25
C 3.8996 -4.3635 3.2618 -0.662 0.236 0.192 -0.24
C 3.8948 -3.5539 1.8794 1.009 -0.356 -0.377 -0.20
C 5.2775 -2.7195 1.6412 -0.504 0.481 0.308 -0.20
C 4.9746 -1.1788 1.2867 -0.332 0.390 0.201 -0.22
C 4.8669 -0.8833 -0.2957 0.473 -0.656 0.508 -0.21
C 4.9700 0.6715 -0.6742 0.020 -0.269 0.959 -0.21
C 3.7271 1.5625 -0.1863 0.448 0.979 -0.777 -0.20
C 2.6798 1.9304 -1.3746 -0.172 0.236 0.599 -0.19
C 1.1400 1.8084 -0.8382 0.162 0.896 -1.398 -0.07
B 0.5449 0.4232 -1.4765 -1.656 -0.408 -0.461 -0.89
O 1.5890 -0.6160 -1.0845 0.249 -0.718 0.258 -0.03
N 1.0949 -1.3040 -0.0119 1.555 0.140 0.542 -0.02
O 1.6618 -0.9804 1.0013 -0.576 -0.545 -0.620 -0.01
O -0.6947 -0.1684 -0.8666 -2.196 -0.381 -0.890 -0.02
C -1.5799 -0.7078 -1.8540 -1.711 1.687 0.134 -0.20
C -1.6748 -2.3033 -1.9571 1.109 -0.976 0.828 0.01
C -0.3882 -3.0300 -2.5507 2.433 1.236 -1.569 -0.29
O 0.5726 -2.4972 -3.1345 -3.713 -1.516 2.153 0.12
O -0.3410 -4.4834 -2.4388 1.218 1.374 -1.175 0.02
C 0.7392 -4.8954 -3.3192 1.323 -0.801 -4.469 -0.37
C 2.2439 -5.1303 -2.7865 -1.011 0.873 0.991 0.00
O 0.5692 -5.0534 -4.5600 -0.254 0.521 5.302 0.05
C -1.2798 0.1834 -3.1706 1.632 0.166 0.349 -0.21
C -1.8955 1.6660 -3.2947 -0.762 0.338 0.424 -0.05
C -2.4673 2.2920 -1.9371 -1.160 0.930 -0.941 -0.33
C -4.0273 1.9160 -1.6525 0.904 -0.415 1.229 -0.05
O -2.4638 3.7573 -2.1321 -0.329 -0.366 -0.382 -0.13
B -1.6315 -0.4439 -4.6555 1.784 -0.892 -0.279 -0.43
O -0.4823 -0.8581 -5.4613 -2.491 1.936 0.417 0.10
O -2.9664 -0.5560 -5.1948 1.121 -0.626 0.553 -0.05
C -3.5535 -1.8602 -4.9532 0.587 -0.675 1.441 -0.09
O 0.1364 0.4648 -2.9053 -0.027 -0.124 -0.777 0.02
H 1.6760 -2.3966 5.3378 1.121 -0.227 -1.657 0.04
H 2.5710 -1.4651 4.0050 -0.523 -1.712 0.303 0.08
H 1.5522 -2.9920 3.5813 1.035 0.895 1.140 0.09
H 4.4664 -2.8304 4.8110 -1.332 -0.944 -0.221 0.10
H 3.3447 -4.1900 5.4294 0.422 1.002 -1.132 0.10
H 3.1086 -5.1957 3.1788 1.132 1.135 0.189 0.11
H 4.9139 -4.8597 3.4623 -1.359 0.620 -0.530 0.10
H 2.9767 -2.8651 1.7588 1.501 -1.156 0.353 0.08
H 3.8657 -4.3292 1.0323 -0.237 1.054 1.196 0.10
H 5.8845 -3.2378 0.8172 -0.776 0.856 1.138 0.10
H 5.9154 -2.7217 2.5965 -0.936 -0.193 -1.273 0.10
H 3.9739 -0.9251 1.8095 1.551 -0.274 -0.959 0.09
H 5.7451 -0.4676 1.7772 -0.914 -1.197 -0.898 0.11
H 5.7520 -1.4564 -0.7758 -1.258 0.975 0.601 0.10
H 3.9160 -1.4002 -0.6578 1.155 1.018 0.247 0.10
H 5.9008 1.0747 -0.1133 -1.238 -0.698 -1.043 0.10
H 5.1385 0.7905 -1.7963 -0.253 -0.106 1.469 0.10
H 3.2118 1.1177 0.7270 0.607 0.372 -1.425 0.09
H 4.1655 2.5815 0.1452 -0.650 -1.559 -0.308 0.10
H 2.8792 3.0123 -1.7352 -0.222 -1.632 0.672 0.10
H 2.8590 1.2755 -2.3099 -0.400 0.790 1.607 0.11
H 1.0647 1.8531 0.3000 0.252 0.031 -1.478 0.10
H 0.5424 2.6740 -1.3155 0.799 -1.024 1.000 0.10
H -2.6623 -0.4242 -1.5669 1.367 -0.558 -0.068 0.14
H -1.7878 -2.6896 -0.8716 0.240 0.593 -1.684 0.15
H -2.5918 -2.6952 -2.5168 1.294 0.763 0.653 0.11
H 2.7779 -4.1146 -2.8791 -0.950 -1.473 0.112 0.10
H 2.2041 -5.3912 -1.6770 0.235 0.238 -1.469 0.08
H 2.8156 -5.9023 -3.3971 -1.186 1.005 0.746 0.09
H -1.0524 2.3413 -3.7022 -1.167 -1.223 0.947 0.15
H -2.7461 1.7531 -4.0783 1.045 -0.324 1.239 0.12
H -1.8321 2.1110 -1.0110 -0.722 0.098 -1.467 0.15
H -4.5902 2.8739 -1.3339 0.855 -1.545 -0.779 0.07
H -4.5243 1.3703 -2.5213 0.612 0.851 1.124 0.08
H -4.0263 1.2390 -0.7155 -0.278 0.831 -1.551 0.08
H -3.0554 3.9827 -2.8934 0.733 -0.554 0.886 0.08
H -0.5341 -0.2566 -6.2418 0.158 -1.028 0.330 0.11
H -4.1671 -2.2668 -5.8217 0.795 0.912 1.088 0.10
H -2.7163 -2.6224 -4.7084 -1.327 0.966 -0.678 0.10
H -4.1619 -1.7716 -3.9723 0.531 -0.302 -1.723 0.10
F 0.5053 -2.9145 6.9707 -0.067 -0.155 0.272 0.04
C -0.5557 -2.0932 7.0163 -0.640 0.497 0.023 -0.29
C -0.3915 -0.7516 6.7091 0.195 0.052 -0.028 -0.01
C -1.4918 0.0982 6.7514 -0.142 -0.312 0.121 -0.08
C -2.7414 -0.4012 7.1108 -0.012 0.050 0.003 -0.10
C -2.8932 -1.7493 7.4220 0.235 0.193 -0.086 -0.09
C -1.7956 -2.6020 7.3693 0.020 -0.178 0.041 -0.02
H 0.5900 -0.3795 6.4395 -0.054 -0.066 -0.022 0.12
H -1.3761 1.1481 6.5053 0.031 -0.122 0.010 0.11
H -3.5986 0.2636 7.1477 0.089 -0.078 -0.014 0.10
H -3.8664 -2.1360 7.7056 0.110 0.003 -0.045 0.10
H -1.8969 -3.6560 7.5997 0.053 0.052 -0.019 0.11
F -5.2486 5.5767 -3.3869 -0.011 -0.142 -0.123 0.06
C -5.0506 6.5964 -2.5352 0.137 0.669 0.583 -0.28
C -5.3865 7.8836 -2.9248 -0.080 -0.012 -0.190 -0.02
C -5.1860 8.9389 -2.0408 0.120 -0.265 0.193 -0.09
C -4.6419 8.6959 -0.7818 -0.011 0.057 -0.006 -0.10
C -4.3039 7.3993 -0.4038 -0.159 0.163 -0.276 -0.07
C -4.5144 6.3426 -1.2831 -0.021 -0.255 0.072 -0.01
H -5.8009 8.0541 -3.9117 0.019 -0.050 0.047 0.11
H -5.4524 9.9492 -2.3324 0.027 -0.111 -0.012 0.10
H -4.4816 9.5204 -0.0942 -0.010 -0.087 -0.073 0.10
H -3.8764 7.2120 0.5754 -0.043 -0.033 -0.120 0.11
H -4.2651 5.3259 -1.0024 0.094 0.056 -0.095 0.10